Formula: C3H9O2S
Source: the Open Molecules 2025 dataset
Level of theory: wB97M-V/def2-TZVPD

```
! wB97M-V def2-TZVPD RIJCOSX def2/J DEFGRID3
* xyz -1 1
S -0.5514 1.5292 -3.9755
O 0.9397 -0.0731 3.2680
O 0.3863 -1.1380 1.1292
C -0.7275 -0.4098 0.6672
C 0.3383 -0.2239 -1.6350
C -0.2146 0.6039 -0.5114
H 0.0733 -1.2213 -1.8575
H -0.1422 0.2204 -2.4515
H -1.5726 -1.0674 0.4335
H 0.8018 -0.5523 2.3575
H 1.0982 -0.8571 3.7398
H 1.2840 0.2785 -1.8114
H 0.3736 1.3138 0.0350
H -1.1723 0.2505 1.4517
H -0.9148 1.3466 -0.8396
*
```

The value obtained for the HOMO energy is -3.6 eV. For the calculated total energy, the calculation gives -668.20162 hartree. The value obtained for the energy above the lowest of the compared OMol25 structures with the same formula, charge and spin is 504.6 kJ/mol. For the LUMO energy, the calculation gives -0.110 eV.

Here are the Mulliken charges for atoms 1 to 6, given in e: atom 1 (S): -0.193, atom 2 (O): -0.755, atom 3 (O): -0.894, atom 4 (C): -0.614, atom 5 (C): -0.515, atom 6 (C): -0.426

---

Formula: C2H4BrN
Source: the Open Molecules 2025 dataset
Level of theory: wB97M-V/def2-TZVPD

```
! wB97M-V def2-TZVPD RIJCOSX def2/J DEFGRID3
* xyz 0 1
Br 0.8880 -1.0766 -2.3802
N -0.6614 0.0787 1.2462
C 0.8176 -0.4793 -0.5215
C -0.6037 -0.4970 0.1424
H -1.4488 -1.0698 -0.2668
H -1.5230 -0.2006 1.7053
H 1.5321 -1.0417 -0.0641
H 1.3231 0.4658 -0.6477
*
```

The value obtained for the HOMO energy is -10.2 eV. Its SMILES is [H]/N=C/CBr. For the calculated total energy, the calculation gives -2707.33729 hartree. The value obtained for the energy above the lowest of the compared OMol25 structures with the same formula, charge and spin is 57.2 kJ/mol. For the LUMO energy, the calculation gives 0.957 eV.

Here are the Mulliken charges for atoms 1 to 6, given in e: atom 1 (Br): -0.153, atom 2 (N): -0.545, atom 3 (C): -0.524, atom 4 (C): 0.008, atom 5 (H): 0.352, atom 6 (H): 0.260

---

Formula: C4H8NO3
Source: the Open Molecules 2025 dataset
Level of theory: wB97M-V/def2-TZVPD

```
! wB97M-V def2-TZVPD RIJCOSX def2/J DEFGRID3
* xyz -1 1
O -0.8551 0.8622 -1.3703
O -2.8333 0.5918 0.4467
O 1.2310 1.9734 0.3927
N -1.9856 -0.5175 0.7423
C 1.6548 -0.5087 0.3048
C 0.6701 0.6764 0.6808
C 0.6656 -1.0460 -0.6448
C -0.2799 0.1284 -0.5073
H -2.6845 0.6340 -0.4998
H 1.8264 -0.9910 1.2214
H 2.6271 -0.2784 0.0320
H 0.8549 2.3251 -0.4821
H 0.2062 -2.1206 -0.4458
H 0.9556 -1.2620 -1.6713
H 0.2944 0.7156 1.6860
H -2.3477 -1.1828 0.1148
*
```

The value obtained for the HOMO energy (alpha / beta) is -2.6 / -2.6 eV. For the calculated total energy, the calculation gives -437.56042 hartree. The value obtained for the energy above the lowest of the compared OMol25 structures with the same formula, charge and spin is 643.4 kJ/mol. For the LUMO energy (alpha / beta), the calculation gives 4.127 / 4.127 eV.

Here are the Mulliken charges for atoms 1 to 6, given in e: atom 1 (O): -0.858, atom 2 (O): -0.347, atom 3 (O): -0.629, atom 4 (N): -0.679, atom 5 (C): -0.946, atom 6 (C): 0.192

---

Formula: C16H18F3N3O3
Source: the Open Molecules 2025 dataset
Level of theory: wB97M-V/def2-TZVPD

```
! wB97M-V def2-TZVPD RIJCOSX def2/J DEFGRID3
* xyz 2 1
F -5.1570 3.8704 2.1887
F -4.3235 4.3277 4.1328
F -3.9077 5.6369 2.4652
O -0.2876 2.0575 3.9325
O -2.8715 1.5911 1.2525
O -3.7842 1.5344 3.2703
N -2.9438 3.5878 2.4155
N 0.9557 -1.5088 -5.0142
N 1.9891 -1.9888 1.8848
C -0.7580 2.6928 3.0232
C 1.5685 -1.8069 -0.8295
C 2.2040 -2.0459 3.3531
C 0.8545 -1.4414 1.4216
C 0.6166 -1.3374 0.0713
C 2.2761 -1.0496 -3.1073
C -1.7161 3.8451 3.2066
C 2.7319 -2.3811 -0.3255
C 2.0536 -0.9695 -4.4645
C 0.0407 -2.1295 -4.2508
C 0.7375 -1.4417 -6.4812
C 2.9160 -2.4602 1.0378
C 0.2093 -2.2339 -2.8904
C -3.2313 2.1780 2.2299
C 1.3479 -1.6944 -2.2960
C -4.0725 4.3619 2.7958
H 3.8012 -2.8989 1.4752
H -0.5110 2.4239 1.9798
H 0.7389 -2.4529 -6.8801
H -1.2316 4.7293 2.7852
H 2.2397 -1.0297 3.7384
H 1.5388 -0.8657 -6.9312
H -0.5447 -2.7463 -2.3090
H -1.9053 3.9753 4.2711
H 1.3817 -2.5935 3.8057
H 0.1489 -1.0817 2.1593
H -0.3053 -0.8783 -0.2604
H 3.1414 -2.5535 3.5531
H -0.2171 -0.9586 -6.6718
H 3.1673 -0.5953 -2.6971
H 3.4955 -2.7805 -0.9786
H 2.7437 -0.4756 -5.1330
H -4.3098 2.1259 3.8322
H -0.8204 -2.5382 -4.7612
*
```

The value obtained for the HOMO energy is -14.6 eV. For the calculated total energy, the calculation gives -1309.53459 hartree. For the LUMO energy, the calculation gives -7.742 eV.

Here are the Mulliken charges for atoms 1 to 6, given in e: atom 1 (F): -0.242, atom 2 (F): -0.247, atom 3 (F): -0.248, atom 4 (O): -0.489, atom 5 (O): -0.554, atom 6 (O): -0.419